Computed, not measured: a cluster of 2 separate species, H4OS in total in a non-equilibrium geometry, with ωB97M-V/def2-TZVPD.

For the gap between HOMO and LUMO, the calculation gives 9.06 eV. The energy relative to the best compared isomer or geometry (same formula, charge and spin) comes out at 22.88 kcal/mol. The calculation puts the lowest unoccupied orbital energy at 0.73 eV. The value obtained for the total energy is -12946.4866 eV.

Each line ends with the Löwdin charge.
CARTESIAN COORDINATES (ANGSTROEM)
S  -0.548  0.284  -1.276  0.533
H  -1.358  1.185  -0.664  -0.191
O  0.375  -0.684  0.789  -0.281
H  0.427  -1.664  0.825  0.042
H  0.504  1.139  -1.364  -0.186
H  0.600  -0.260  1.689  0.083